# 1
Molecular formula: C5H7N3
Method: DFT, ωB97M-V/def2-TZVPD

Output
LUMO = 0.60 eV
Energy above the lowest of the compared OMol25 structures with the same formula, charge and spin = 88.5 kcal/mol
Energy = -358.87731 hartree

Cartesian coordinates (Å):
N 0.398 2.247 0.085
N 0.360 -0.050 0.283
N 2.872 0.252 -0.225
C 1.818 -0.421 0.131
C -1.611 0.769 0.097
C -1.930 -0.540 -0.115
C -0.241 1.170 0.157
C -0.524 -1.153 0.039
H -0.389 2.975 -0.210
H 3.567 -0.525 -0.124
H -0.638 -1.750 1.003
H 1.932 -1.518 0.511
H -0.232 -1.959 -0.781
H -2.948 -0.931 -0.501
H -2.433 1.434 -0.349

Results of the Löwdin charge analysis, in e, for atoms 1 through 6:
1. N 0.1388
2. N -0.0607
3. N 0.0835
4. C -0.1888
5. C -0.0751
6. C -0.0202

***

# 2
Molecular formula: C9H11ClHfN2O2S
Method: DFT, ωB97M-V/def2-TZVPD

Output
LUMO = -8.89 eV
Energy = -1515.27230 hartree
Total charge = +2

Cartesian coordinates (Å):
Hf 0.748 0.021 0.113
Cl 1.606 1.577 1.552
S -1.532 0.220 0.726
O -1.205 2.831 -0.457
O -2.403 -1.594 -1.054
N -3.307 1.537 2.108
N -4.008 1.246 -0.149
C 1.679 -2.025 -0.835
C -3.190 1.151 0.864
C 2.643 -1.191 -0.121
C -0.614 1.761 -0.448
C 2.740 0.096 -0.858
C 3.288 -1.475 1.198
C 1.846 0.009 -2.003
C -1.426 -1.033 -0.688
C 1.216 -1.292 -1.990
H -2.557 1.425 2.758
H -4.192 1.866 2.415
H 0.541 -1.690 -2.789
H 1.758 0.782 -2.791
H 4.219 -2.000 0.980
H 2.644 -2.111 1.818
H 3.496 -0.540 1.727
H -3.769 0.956 -1.075
H 1.386 -3.068 -0.526
H 3.327 0.968 -0.521
H -4.935 1.573 0.046

Results of the Löwdin charge analysis, in e, for atoms 1 through 6:
1. Hf 1.0098
2. Cl 0.2637
3. S 0.8721
4. O 0.0771
5. O 0.0587
6. N 0.2010

***

# 3
Molecular formula: C3H2F2O
Method: DFT, ωB97M-V/def2-TZVPD

Output
LUMO (spin up / spin down) = 0.82 / -2.23 eV
Energy above the lowest of the compared OMol25 structures with the same formula, charge and spin = 38.1 kcal/mol
Energy = -390.24717 hartree
Multiplicity = 3

Cartesian coordinates (Å):
F 1.397 -0.146 1.450
F 1.793 0.042 -0.755
O -0.508 -1.997 0.034
C 0.938 0.086 0.232
C -0.282 0.786 0.024
C -1.324 1.361 -0.081
H 0.156 -2.092 -0.617
H -2.169 1.961 -0.288

Results of the Löwdin charge analysis, in e, for atoms 1 through 6:
1. F 0.1315
2. F 0.1348
3. O 0.0493
4. C -0.4236
5. C -0.0625
6. C 0.1496

***

# 4
Molecular formula: C20H27AuN7O2S2
Method: DFT, ωB97M-V/def2-TZVPD

Output
LUMO (spin up / spin down) = -5.31 / -5.31 eV
Energy above the lowest of the compared OMol25 structures with the same formula, charge and spin = 59.6 kcal/mol
Energy = -2243.81581 hartree
Total charge = +1

Cartesian coordinates (Å):
Au -0.967 -0.204 1.303
S -0.484 1.393 -0.380
S 0.307 -3.852 0.610
O 0.780 -3.057 -4.194
O -0.100 -3.412 -0.889
N 0.628 -2.774 1.520
N -1.334 -1.547 -0.346
N -0.834 -0.935 3.424
N -1.095 2.816 1.902
N -1.045 3.929 -0.074
N -0.959 1.569 2.480
N 1.863 -1.291 -3.285
C 0.803 -2.113 -3.438
C -0.722 -0.160 5.673
C -0.243 -2.003 -1.120
C -2.531 -1.487 -0.909
C -0.642 -2.495 5.203
C -0.916 2.785 0.590
C -1.658 -1.811 -3.127
C 1.813 -0.021 -2.581
C -2.761 -1.696 -2.276
C -0.406 -1.858 -2.589
C 2.783 0.063 -1.413
C 3.070 -1.614 -4.039
C -0.632 -1.468 6.128
C -2.061 5.017 -1.986
C -0.904 1.459 3.775
C -0.930 2.605 4.727
C 3.897 -2.689 -3.362
C -0.934 4.142 -1.487
C -0.819 0.073 4.310
C -0.746 -2.180 3.856
H 3.634 -0.684 -4.148
H -0.713 0.668 6.364
H -1.783 -1.863 -4.199
H -0.951 3.156 -1.986
H -1.993 5.136 -3.062
H -1.773 2.514 5.406
H 0.037 4.599 -1.705
H -1.253 4.722 0.524
H -3.771 -1.674 -2.640
H 0.665 -1.520 -0.755
H 4.237 -2.371 -2.381
H -3.029 4.582 -1.749
H 2.595 -0.707 -0.670
H -3.363 -1.195 -0.279
H -0.570 -3.528 5.497
H -0.553 -1.674 7.184
H 2.767 -1.940 -5.041
H -1.007 3.538 4.188
H 3.313 -3.599 -3.253
H 3.812 -0.052 -1.742
H -0.021 2.613 5.325
H 2.024 0.777 -3.301
H -0.743 -2.950 3.100
H -2.018 6.010 -1.546
H 0.774 0.153 -2.246
H 4.769 -2.923 -3.965
H 2.694 1.030 -0.929

Results of the Löwdin charge analysis, in e, for atoms 1 through 6:
1. Au 1.0120
2. S 0.8067
3. S 0.9685
4. O 0.1031
5. O -0.3602
6. N -0.3967

***

# 5
Molecular formula: C8H13DyNP
Method: DFT, ωB97M-V/def2-TZVPD

Output
LUMO (spin up / spin down) = 0.22 / 0.26 eV
Energy = -1593.56026 hartree
Multiplicity = 6

Cartesian coordinates (Å):
Dy -1.179 0.341 -0.493
P 0.136 -2.068 0.616
N -0.757 0.508 1.875
C -0.671 0.357 3.034
C -0.599 1.599 -2.551
C 0.928 0.709 -0.988
C -0.629 0.417 4.496
C 0.469 -0.385 -1.852
C -0.527 0.221 -2.771
C 0.666 -0.115 5.157
C 0.186 1.966 -1.366
H 0.561 -0.103 6.251
H -0.584 -2.756 1.594
H 1.555 0.730 -0.017
H 0.230 2.941 -0.840
H 0.571 -1.496 -2.044
H 1.439 -2.199 1.126
H 1.520 0.535 4.936
H 0.293 -3.285 -0.136
H -1.524 -0.103 4.867
H -1.203 2.276 -3.192
H 0.891 -1.154 4.886
H -0.996 -0.422 -3.459
H -0.775 1.485 4.728

Results of the Löwdin charge analysis, in e, for atoms 1 through 6:
1. Dy 0.9487
2. P 0.6464
3. N -0.0460
4. C -0.2054
5. C -0.2484
6. C -0.3612

***

# 6
Molecular formula: C6H15NO2PS
Method: DFT, ωB97M-V/def2-TZVPD

Output
LUMO = 3.34 eV
Energy above the lowest of the compared OMol25 structures with the same formula, charge and spin = 72.5 kcal/mol
Energy = -1182.34409 hartree
Total charge = -1

Cartesian coordinates (Å):
S -2.477 -0.568 0.331
P 0.686 1.682 -0.074
O 1.057 2.880 0.733
O 0.872 1.780 -1.510
N -2.181 0.940 0.991
C 0.677 0.030 0.678
C 1.821 -2.244 0.780
C 1.665 -0.909 -0.068
C 2.892 -0.074 -0.216
C -3.221 1.807 0.654
C -2.076 -0.712 -1.636
H 2.523 -2.849 0.368
H -1.649 -1.716 -1.849
H 3.797 -0.414 0.474
H 1.119 -1.206 -0.976
H 0.924 -2.682 1.142
H 3.342 -0.158 -1.194
H 2.607 0.902 -0.082
H -4.222 1.429 0.446
H 2.213 -1.956 1.710
H 0.786 -0.017 1.847
H -3.106 2.300 -0.359
H -3.129 2.460 1.476
H -1.433 0.133 -1.973
H -3.146 -0.558 -2.087
H -0.341 -0.281 0.395

Results of the Löwdin charge analysis, in e, for atoms 1 through 6:
1. S 0.5997
2. P 0.5730
3. O -0.3392
4. O -0.2977
5. N -0.5754
6. C -0.2903